Entry from OMol25: one molecule with the formula C4H9N3O2 (ωB97M-V/def2-TZVPD).

E_LUMO: 0.87 eV
HOMO-LUMO gap: 8.300 eV
SMILES: CO/C(N)=C(/N)C(N)=O
energy above the lowest of the compared OMol25 structures with the same formula, charge and spin: 1.760 eV
max |F|: 4.719 eV Å⁻¹
energy: -12858.1678 eV

Positions of all 18 atoms, in Å:
C: -0.927 1.899 -0.547
C: -0.845 -0.419 0.316
C: 1.453 0.161 -0.078
C: 0.376 -0.898 -0.014
N: -2.036 -1.047 0.150
N: 2.040 0.474 1.124
N: 0.686 -2.202 -0.335
O: -0.776 1.050 0.584
O: 1.999 0.385 -1.157
H: -2.085 -1.932 0.648
H: -2.821 -0.422 0.324
H: 1.536 0.343 1.990
H: 2.844 1.083 1.085
H: 1.564 -2.244 -0.850
H: -0.106 -2.699 -0.733
H: -1.528 2.767 -0.256
H: 0.045 2.296 -0.858
H: -1.420 1.403 -1.393



Entry from OMol25: a 4-piece molecular cluster, C18H38FN2O11 overall (ωB97M-V/def2-TZVPD).

E_LUMO: -2.94 eV
HOMO-LUMO gap: 8.905 eV
max |F|: 2.205 eV Å⁻¹
net charge: +1
energy: -47492.8426 eV

Positions of all 70 atoms, in Å:
C: -2.297 2.243 1.460
C: -1.159 1.326 1.051
O: -0.247 1.820 0.474
N: -1.141 -0.069 1.376
C: 0.034 -0.664 0.745
C: -1.021 -0.098 2.861
C: -0.874 -1.502 3.450
C: 0.565 -2.027 3.622
C: 1.575 -1.027 4.226
N: 2.780 -0.875 3.341
F: 3.627 -1.927 3.620
C: 3.470 0.426 3.541
C: 2.836 1.486 2.644
O: 3.421 2.713 2.980
H: -1.826 3.091 1.949
H: -2.875 2.599 0.616
H: -2.972 1.812 2.195
H: 0.010 -1.740 0.905
H: 0.079 -0.499 -0.321
H: 0.938 -0.300 1.263
H: -1.949 0.319 3.234
H: -0.209 0.590 3.135
H: -1.423 -1.556 4.384
H: -1.382 -2.187 2.773
H: 0.962 -2.448 2.702
H: 0.509 -2.869 4.306
H: 1.976 -1.465 5.136
H: 1.168 -0.064 4.507
H: 2.533 -0.975 2.348
H: 3.369 0.749 4.570
H: 4.514 0.337 3.256
H: 2.986 1.263 1.583
H: 1.762 1.546 2.854
H: 2.986 3.389 2.444
C: -3.356 0.993 -2.478
O: -4.375 0.310 -1.743
C: -5.587 0.382 -2.300
O: -5.851 0.957 -3.326
O: -6.442 -0.288 -1.531
C: -7.790 -0.294 -2.014
H: -2.423 0.869 -1.933
H: -3.240 0.569 -3.474
H: -3.578 2.057 -2.547
H: -7.846 -0.774 -2.990
H: -8.184 0.719 -2.066
H: -8.378 -0.868 -1.304
C: 10.437 -2.233 2.386
O: 9.395 -2.894 3.113
C: 8.185 -2.764 2.585
O: 7.903 -2.155 1.584
O: 7.316 -3.426 3.361
C: 5.974 -3.367 2.896
H: 11.363 -2.419 2.922
H: 10.521 -2.641 1.380
H: 10.257 -1.160 2.348
H: 5.888 -3.825 1.911
H: 5.631 -2.340 2.867
H: 5.364 -3.930 3.600
C: -5.689 2.238 -5.719
O: -5.704 2.131 -7.150
C: -4.497 2.091 -7.707
O: -3.443 2.135 -7.121
O: -4.651 1.991 -9.030
C: -3.427 1.938 -9.763
H: -6.721 2.259 -5.385
H: -5.195 1.387 -5.283
H: -5.199 3.164 -5.416
H: -2.845 1.063 -9.477
H: -2.847 2.846 -9.611
H: -3.691 1.858 -10.814



Entry from OMol25: a 2-piece molecular cluster, C8H9N3O overall (ωB97M-V/def2-TZVPD).

E_LUMO: -0.60 eV
HOMO-LUMO gap: 8.076 eV
SMILES: CN(C)C(N)=O.C#CC#CC#N
energy above the lowest of the compared OMol25 structures with the same formula, charge and spin: 3.647 eV
max |F|: 3.361 eV Å⁻¹
energy: -14955.5686 eV

Positions of all 21 atoms, in Å:
C: -0.822 0.305 0.929
C: -3.239 0.832 1.455
C: -2.708 -0.729 -0.288
C: 5.630 -0.987 0.836
C: 4.641 -0.486 0.404
C: 3.473 0.103 -0.106
C: 2.489 0.600 -0.537
C: 1.332 1.185 -1.042
H: -0.694 1.025 1.750
H: -0.307 0.673 0.061
H: -0.340 -0.636 1.240
H: -3.868 1.448 0.782
H: -3.897 0.120 1.973
H: -2.711 1.470 2.200
H: -2.103 -2.025 -1.730
H: -0.757 -1.302 -0.883
H: 6.510 -1.462 1.225
N: -2.236 0.123 0.685
N: -1.759 -1.400 -1.017
N: 0.371 1.674 -1.468
O: -3.905 -0.879 -0.490



Entry from OMol25: a 2-piece molecular cluster, C10H11N3O2 overall (ωB97M-V/def2-TZVPD).

E_LUMO: -0.88 eV
HOMO-LUMO gap: 6.944 eV
energy above the lowest of the compared OMol25 structures with the same formula, charge and spin: 5.890 eV
max |F|: 3.911 eV Å⁻¹
energy: -19108.1587 eV

Positions of all 26 atoms, in Å:
C: 0.740 2.801 1.480
C: 1.043 -0.083 -3.185
C: -0.037 0.676 -2.800
C: 1.974 -0.414 -2.196
C: 0.775 0.690 -0.621
C: 0.411 1.536 1.688
C: -0.179 0.470 2.329
C: -0.192 -3.001 1.617
C: -1.268 1.869 -1.067
C: -0.903 -1.778 2.178
N: 1.034 3.899 1.206
N: 1.819 -0.022 -0.944
N: -0.159 1.059 -1.515
O: -0.459 0.507 3.519
O: -0.431 -0.610 1.522
H: 1.166 -0.405 -4.205
H: -0.805 0.992 -3.493
H: 2.859 -0.993 -2.416
H: -0.401 -3.104 0.555
H: 0.882 -2.899 1.750
H: -0.533 -3.892 2.136
H: -1.954 2.066 -1.888
H: -1.785 1.351 -0.260
H: -0.890 2.811 -0.664
H: -0.719 -1.673 3.254
H: -1.987 -1.853 2.018



Entry from OMol25: C52H37I2NO4P2PdS as an isolated structure (ωB97M-V/def2-TZVPD).

multiplicity: 3
E_LUMO (alpha / beta): 0.15 / -1.87 eV
HOMO-LUMO gap (alpha / beta): 7.271 / 5.215 eV
energy above the lowest of the compared OMol25 structures with the same formula, charge and spin: 0.000 eV
max |F|: 0.815 eV Å⁻¹
energy: -113299.5759 eV

Positions of all 100 atoms, in Å:
Pd: -0.730 0.283 -0.054
I: -4.376 1.618 -3.888
C: -4.427 1.958 -1.835
C: -5.500 2.665 -1.280
C: -5.538 2.945 0.058
I: -7.191 3.996 0.801
C: -4.476 2.545 0.902
C: -4.405 2.813 2.289
C: -3.325 2.407 3.015
C: -2.282 1.732 2.366
N: -2.303 1.473 1.080
C: -3.386 1.838 0.329
C: -3.341 1.482 -1.076
O: -2.360 0.803 -1.558
H: -6.308 2.994 -1.922
H: -5.221 3.341 2.767
H: -3.255 2.598 4.080
H: -1.419 1.392 2.918
O: 2.652 0.292 -1.439
C: 2.821 -0.613 -2.457
C: 3.999 -0.859 -3.156
C: 4.027 -1.846 -4.131
C: 2.907 -2.614 -4.395
C: 1.751 -2.390 -3.661
C: 1.683 -1.384 -2.700
P: 0.171 -1.278 -1.630
C: 0.553 -2.813 -0.698
C: -0.034 -4.051 -0.921
C: 0.381 -5.164 -0.194
C: 1.398 -5.053 0.741
C: 2.001 -3.817 0.955
C: 1.574 -2.703 0.250
C: -1.186 -1.701 -2.760
C: -1.172 -1.303 -4.096
C: -2.251 -1.593 -4.922
C: -3.356 -2.264 -4.415
C: -3.396 -2.612 -3.073
C: -2.322 -2.321 -2.245
C: 3.447 1.309 -0.986
C: 4.773 1.554 -1.318
C: 5.441 2.623 -0.731
C: 4.810 3.446 0.181
C: 3.481 3.202 0.501
C: 2.784 2.150 -0.080
P: 0.989 1.917 0.278
C: 0.263 3.089 -0.923
C: -0.882 3.839 -0.651
C: -1.504 4.568 -1.654
C: -1.007 4.539 -2.948
C: 0.130 3.792 -3.232
C: 0.761 3.074 -2.229
C: 0.887 2.648 1.947
C: 0.609 3.975 2.258
C: 0.533 4.382 3.587
C: 0.758 3.475 4.613
C: 1.073 2.154 4.312
C: 1.127 1.745 2.987
H: 4.911 -0.337 -2.948
H: 4.953 -2.024 -4.668
H: 2.934 -3.391 -5.151
H: 0.883 -3.016 -3.827
H: -0.819 -4.157 -1.659
H: -0.092 -6.125 -0.368
H: 1.717 -5.920 1.308
H: 2.794 -3.723 1.690
H: 2.029 -1.735 0.433
H: -0.318 -0.771 -4.498
H: -2.230 -1.285 -5.962
H: -4.199 -2.488 -5.060
H: -4.274 -3.100 -2.664
H: -2.372 -2.560 -1.189
H: 5.318 0.954 -2.018
H: 6.477 2.800 -1.001
H: 5.341 4.271 0.641
H: 2.974 3.846 1.209
H: -1.311 3.839 0.340
H: -2.399 5.136 -1.426
H: -1.513 5.084 -3.736
H: 0.523 3.763 -4.242
H: 1.648 2.497 -2.469
H: 0.465 4.703 1.471
H: 0.300 5.415 3.820
H: 0.696 3.798 5.646
H: 1.259 1.442 5.107
H: 1.339 0.708 2.747
O: 0.660 -6.139 5.921
C: 1.351 -5.156 5.297
O: 2.518 -5.033 5.533
C: 0.594 -4.276 4.352
C: -0.639 -4.610 3.790
C: -1.282 -3.751 2.913
C: -0.707 -2.519 2.577
S: -1.561 -1.447 1.492
C: 0.529 -2.191 3.143
C: 1.167 -3.059 4.011
H: -0.272 -6.072 5.707
H: -1.101 -5.573 3.986
H: -2.234 -4.027 2.471
H: 0.986 -1.245 2.884
H: 2.131 -2.809 4.442



Entry from OMol25: one molecule with the formula C7H8BrClS (ωB97M-V/def2-TZVPD).

E_LUMO: -0.02 eV
HOMO-LUMO gap: 8.526 eV
SMILES: CS[C@]1(Cl)C=C(Br)C=CC1
energy above the lowest of the compared OMol25 structures with the same formula, charge and spin: 0.000 eV
max |F|: 4.233 eV Å⁻¹
energy: -100786.8229 eV

Positions of all 18 atoms, in Å:
C: 1.876 1.595 -1.496
C: 0.649 1.797 -0.928
C: 2.238 -0.453 -0.329
C: 2.743 0.517 -1.174
C: 0.065 0.775 -0.073
C: 0.776 -0.552 -0.122
C: -1.137 -2.148 1.447
S: 0.557 -1.479 1.430
Cl: 0.208 -1.501 -1.615
Br: 4.587 0.847 -1.434
H: 2.384 2.211 -2.090
H: 0.097 2.715 -1.013
H: 2.972 -1.234 0.054
H: 0.217 1.280 0.991
H: -1.024 0.753 -0.331
H: -1.699 -1.577 0.662
H: -1.402 -2.083 2.457
H: -1.010 -3.286 1.151



Entry from OMol25: a 2-piece molecular cluster, C6H8S2 overall (ωB97M-V/def2-TZVPD).

E_LUMO: -1.26 eV
HOMO-LUMO gap: 7.331 eV
energy above the lowest of the compared OMol25 structures with the same formula, charge and spin: 6.111 eV
max |F|: 4.217 eV Å⁻¹
energy: -28015.9313 eV

Positions of all 16 atoms, in Å:
C: 0.295 -0.934 0.701
C: -0.099 0.425 1.236
C: 1.018 1.532 0.914
C: 1.162 1.642 -0.532
C: -0.042 0.774 -1.130
C: -0.661 -0.001 -0.039
H: 2.481 -1.462 0.792
H: -0.113 -1.768 1.072
H: -0.770 0.607 2.080
H: 1.335 2.245 1.707
H: 1.634 2.207 -1.409
H: -0.671 1.537 -1.715
H: 0.263 -0.040 -1.974
H: -2.563 -2.259 0.045
S: 1.745 -1.183 -0.327
S: -2.472 -0.173 -0.141



Entry from OMol25: a 2-piece molecular cluster, C2H7N overall (ωB97M-V/def2-TZVPD).

E_LUMO: 1.01 eV
HOMO-LUMO gap: 10.238 eV
energy above the lowest of the compared OMol25 structures with the same formula, charge and spin: 3.831 eV
max |F|: 10.200 eV Å⁻¹
energy: -3673.6512 eV

Positions of all 10 atoms, in Å:
C: -0.071 0.568 0.002
C: 1.291 -0.199 -0.030
H: -1.353 -0.725 -1.161
H: -1.202 -0.908 0.910
H: -0.273 1.021 1.157
H: 0.086 1.282 -0.687
H: 0.954 -1.293 0.870
H: 2.113 0.255 0.207
H: 1.310 -0.692 -0.997
N: -1.279 -0.165 -0.019



Entry from OMol25: C43H44FN7O11PSiSr as an isolated structure (ωB97M-V/def2-TZVPD).

E_LUMO: 1.57 eV
HOMO-LUMO gap: 5.859 eV
energy above the lowest of the compared OMol25 structures with the same formula, charge and spin: 0.842 eV
max |F|: 1.456 eV Å⁻¹
net charge: -1
energy: -98986.4868 eV

Positions of all 109 atoms, in Å:
Sr: 0.544 -0.707 -0.486
O: -1.314 -5.344 -4.522
C: -0.949 -4.491 -3.518
C: 0.334 -4.486 -2.996
C: 0.626 -3.584 -1.981
N: -0.307 -2.773 -1.502
C: -1.527 -2.741 -2.030
C: -1.906 -3.600 -3.046
C: -2.454 -1.620 -1.515
O: -3.607 -1.545 -1.971
O: -1.917 -0.848 -0.667
C: 2.061 -3.435 -1.410
O: 2.879 -4.285 -1.769
O: 2.212 -2.438 -0.646
H: -0.547 -5.874 -4.759
H: 1.120 -5.137 -3.358
H: -2.901 -3.555 -3.465
O: 7.243 3.441 0.366
C: 6.847 2.988 1.580
O: 7.452 3.320 2.561
C: 5.659 2.088 1.598
C: 4.933 2.005 2.782
C: 3.810 1.201 2.854
C: 3.414 0.465 1.739
C: 4.134 0.538 0.545
C: 5.258 1.340 0.489
N: 2.245 -0.318 1.761
C: 2.139 -1.228 2.636
C: 0.921 -2.042 2.775
C: 0.838 -2.938 3.837
C: -0.340 -3.656 3.997
C: -1.368 -3.446 3.099
C: -1.187 -2.536 2.060
N: -0.065 -1.848 1.895
H: 6.602 3.171 -0.302
H: 5.251 2.593 3.632
H: 3.205 1.177 3.752
H: 3.799 -0.026 -0.315
H: 5.831 1.349 -0.432
H: 2.944 -1.442 3.346
H: 1.674 -3.058 4.512
H: -0.447 -4.364 4.809
H: -2.307 -3.976 3.182
H: -1.964 -2.338 1.325
C: -4.373 4.287 2.302
Si: -3.295 2.771 2.801
C: -3.091 2.887 4.688
C: -4.357 1.259 2.408
N: -1.862 2.685 1.938
C: -0.700 3.345 2.022
C: -0.455 4.525 2.783
C: 0.763 5.178 2.820
C: 1.851 4.716 2.091
C: 1.677 3.567 1.326
C: 0.459 2.934 1.310
F: 0.416 1.785 0.562
H: -5.147 4.504 3.047
H: -4.914 4.122 1.360
H: -3.757 5.183 2.185
H: -4.064 2.805 5.186
H: -2.635 3.828 5.001
H: -2.455 2.072 5.045
H: -5.418 1.503 2.286
H: -4.287 0.510 3.202
H: -4.000 0.789 1.484
H: -1.283 4.921 3.362
H: 0.861 6.069 3.432
H: 2.809 5.221 2.117
H: 2.483 3.137 0.741
O: 0.662 -0.471 -3.107
C: 1.783 0.018 -2.845
O: 2.050 0.616 -1.768
C: 2.923 -0.144 -3.826
C: 2.779 -0.974 -4.929
C: 3.826 -1.182 -5.830
C: 5.000 -0.519 -5.567
O: 6.172 -0.531 -6.294
C: 7.114 0.194 -5.511
O: 6.412 0.862 -4.474
C: 5.143 0.315 -4.472
C: 4.127 0.523 -3.579
H: 1.828 -1.473 -5.060
H: 3.725 -1.839 -6.685
H: 7.605 0.934 -6.144
H: 7.832 -0.508 -5.071
H: 4.220 1.165 -2.713
C: -3.606 3.911 -1.716
N: -3.499 2.484 -1.190
C: -4.133 1.520 -2.194
N: -3.555 1.694 -3.484
C: -3.670 3.078 -3.922
N: -3.024 4.038 -3.026
C: -1.546 3.870 -3.014
P: -1.042 2.201 -2.406
C: -2.069 2.124 -0.927
C: -2.161 1.228 -3.518
H: -3.110 4.548 -0.984
H: -4.672 4.141 -1.751
H: -3.990 2.419 -0.295
H: -5.197 1.767 -2.212
H: -3.971 0.507 -1.812
H: -4.731 3.334 -3.993
H: -3.221 3.174 -4.911
H: -1.112 4.628 -2.356
H: -1.152 4.055 -4.016
H: -1.707 2.800 -0.147
H: -2.062 1.121 -0.485
H: -2.125 0.175 -3.223
H: -1.790 1.280 -4.543



Entry from OMol25: C5H4O7Sc as an isolated structure (ωB97M-V/def2-TZVPD).

E_LUMO: -6.72 eV
HOMO-LUMO gap: 6.677 eV
energy above the lowest of the compared OMol25 structures with the same formula, charge and spin: 3.465 eV
max |F|: 6.185 eV Å⁻¹
net charge: +1
energy: -40273.9932 eV

Positions of all 17 atoms, in Å:
O: -1.339 1.342 1.370
C: -2.255 1.084 0.514
O: -3.458 1.188 0.680
O: 2.250 0.616 -0.069
O: 2.528 -1.221 -1.424
C: 2.649 -0.354 -0.629
Sc: 0.608 1.014 1.341
O: 0.833 -1.128 1.241
C: 0.040 -2.199 0.847
C: -1.101 -1.747 -0.058
O: -1.361 -0.519 -1.139
C: -1.748 0.706 -0.909
H: 0.621 -2.990 0.342
H: -0.417 -2.709 1.715
H: -1.838 -1.397 0.683
H: -1.566 -2.621 -0.530
O: -1.258 1.626 -1.556



Entry from OMol25: a 10-piece molecular cluster, C10H40N10O10 overall (ωB97M-V/def2-TZVPD).

E_LUMO: 0.57 eV
HOMO-LUMO gap: 9.910 eV
SMILES: NC(N)=O.NC(N)=O.NC(N)=O.NC(N)=O.NC(N)=O.CO.CO.CO.CO.CO
energy above the lowest of the compared OMol25 structures with the same formula, charge and spin: 0.000 eV
max |F|: 3.698 eV Å⁻¹
energy: -46398.8404 eV

Positions of all 70 atoms, in Å:
C: -1.220 -2.781 -0.712
O: -0.729 -3.775 -0.194
N: -2.014 -2.811 -1.887
N: -1.104 -1.585 -0.168
H: -2.398 -1.960 -2.238
H: -2.211 -3.649 -2.341
H: -0.413 -1.321 0.552
H: -1.555 -0.787 -0.587
C: -2.318 1.210 -2.253
O: -3.477 1.577 -2.017
N: -1.130 1.420 -1.654
N: -2.202 0.397 -3.396
H: -0.283 1.372 -2.166
H: -1.079 1.736 -0.718
H: -1.269 0.361 -3.834
H: -3.003 0.481 -4.047
C: 2.359 3.636 0.143
O: 2.496 3.664 1.374
N: 1.783 4.720 -0.494
N: 2.803 2.687 -0.666
H: 2.146 4.860 -1.445
H: 1.534 5.515 0.067
H: 2.201 2.483 -1.460
H: 2.953 1.853 -0.035
C: 0.475 -2.796 3.140
O: 1.135 -2.455 4.067
N: 0.726 -3.877 2.344
N: -0.621 -2.095 2.791
H: 0.228 -3.955 1.447
H: 1.605 -4.341 2.493
H: -1.375 -2.586 2.279
H: -0.896 -1.501 3.570
C: 2.942 0.070 2.110
O: 3.051 0.160 0.855
N: 3.333 -1.041 2.743
N: 2.433 1.044 2.885
H: 3.356 -1.784 2.071
H: 2.828 -1.347 3.597
H: 2.959 1.031 3.738
H: 2.347 2.004 2.475
C: -3.925 -4.684 1.035
O: -3.647 -3.314 1.351
H: -4.164 -5.197 1.947
H: -4.651 -4.783 0.265
H: -3.020 -5.171 0.708
H: -4.354 -2.987 1.951
C: -3.187 4.544 -0.086
O: -3.581 3.219 0.104
H: -2.793 4.972 0.849
H: -2.376 4.583 -0.837
H: -4.035 5.152 -0.387
H: -3.708 2.663 -0.671
C: 3.878 -1.761 -1.798
O: 2.633 -1.040 -1.619
H: 3.767 -2.788 -1.463
H: 4.218 -1.647 -2.818
H: 4.618 -1.316 -1.141
H: 2.701 -0.656 -0.685
C: 2.447 1.510 -3.812
O: 1.330 1.132 -3.010
H: 2.321 1.163 -4.796
H: 2.504 2.549 -3.834
H: 3.334 1.002 -3.386
H: 1.665 0.380 -2.470
C: -1.734 1.124 2.157
O: -0.662 1.077 1.196
H: -1.473 0.597 3.002
H: -2.042 2.123 2.502
H: -2.679 0.666 1.715
H: 0.213 1.056 1.599